(w)
Entry from the Open Molecules 2025 dataset: a single C4H6IP molecule (the ωB97M-V functional and the def2-TZVPD basis).

Values from the calculation:
* gap between HOMO and LUMO: 9.31 eV
* E_HOMO: -9.00 eV
* structure (SMILES): IP1CC=CC1

Geometry as ORCA input:
```
! wB97M-V def2-TZVPD RIJCOSX def2/J DEFGRID3
* xyz 0 1
I -2.912 0.233 -0.037
P -1.015 -1.328 0.032
C -0.110 -0.453 -1.279
C 0.599 0.782 -0.689
C 0.653 0.738 0.635
C 0.121 -0.458 1.315
H -0.677 -0.104 -2.218
H 0.757 -0.969 -1.642
H 0.956 1.760 -1.060
H 1.039 1.536 1.298
H 0.989 -1.323 1.359
H -0.400 -0.414 2.287
*
```

These are the natural (NBO) partial charges, in e, on atoms 1 to 5: I -0.18; P 0.69; C -0.81; C -0.20; C -0.23

=====

(x)
Entry from the Open Molecules 2025 dataset: a single C4H6IP molecule (the ωB97M-V functional and the def2-TZVPD basis).

Values from the calculation:
* gap between HOMO and LUMO: 8.98 eV
* E_HOMO: -9.29 eV
* structure (SMILES): C#CCCPI

Geometry as ORCA input:
```
! wB97M-V def2-TZVPD RIJCOSX def2/J DEFGRID3
* xyz 0 1
C 0.652 1.111 2.472
C -0.014 1.056 1.466
C -0.341 0.910 0.082
C 0.299 -0.335 -0.635
P -0.800 -0.999 -1.940
I 0.439 -3.169 -2.333
H 1.186 1.385 3.342
H -1.441 0.786 -0.146
H -0.036 1.897 -0.297
H 1.285 -0.118 -1.288
H 0.626 -1.061 0.225
H -1.855 -1.462 -0.948
*
```

These are the natural (NBO) partial charges, in e, on atoms 1 to 5: C -0.22; C -0.01; C -0.50; C -0.75; P 0.45

=====

Relative to the most stable structure, the computed energies are (w) 0.0; (x) 40.9, all in kcal/mol.